ORCA calculation (ωB97M-V/def2-TZVPD) on 9 unconnected molecules or ions with the total composition C47H111N5O11 at a distorted geometry.

Last column: Löwdin charge in e.
CARTESIAN COORDINATES (ANGSTROEM)
H  2.671  -7.443  -1.397  0.07
H  2.238  -4.048  4.772  0.10
H  4.271  0.330  3.635  0.06
C  6.141  -2.183  -1.387  -0.09
O  -4.018  -0.951  -4.031  -0.02
H  0.093  -0.649  -1.165  0.09
C  -1.344  -1.604  -3.889  -0.03
H  -4.844  -2.255  0.583  0.09
C  4.244  -0.631  3.116  -0.02
C  3.724  5.223  4.130  -0.12
H  3.674  -0.161  6.217  0.07
H  6.472  -2.371  -2.415  0.07
H  -0.891  -2.510  -0.013  0.08
C  3.279  -4.100  4.433  -0.19
H  5.300  -0.893  3.009  0.09
C  1.996  0.858  -3.420  -0.10
H  -0.469  -2.202  -4.165  0.09
C  -2.702  1.200  -6.812  -0.13
H  5.119  -0.367  -1.914  0.11
C  2.139  -1.091  4.400  -0.01
C  3.470  2.944  3.540  -0.21
H  5.252  -4.311  5.254  0.12
H  -0.417  4.006  -3.470  0.11
H  -3.990  -0.977  -7.780  0.07
C  -2.079  -2.485  -6.100  -0.01
H  1.279  -1.728  4.195  0.09
H  4.441  2.793  4.026  0.12
H  1.977  -6.842  -2.902  0.08
C  5.477  5.359  -6.133  -0.13
C  -0.909  -0.269  -5.881  -0.14
C  -6.691  -1.261  3.994  -0.52
H  -1.726  -0.270  -7.929  0.10
H  2.232  3.110  5.403  0.11
H  1.848  0.208  -4.282  0.09
N  1.027  2.993  3.755  -0.04
H  4.608  -1.204  -0.365  0.10
H  4.760  5.041  4.426  0.09
H  -6.388  1.786  2.467  0.11
H  -3.315  -1.345  0.850  0.06
C  1.414  3.094  -2.862  -0.22
H  -2.581  2.701  -2.301  0.08
H  -5.942  -3.710  2.652  0.11
C  -7.077  0.114  3.474  -0.15
H  -4.483  -1.683  -4.473  0.11
H  -0.727  1.891  1.088  0.11
H  2.112  -2.733  6.479  0.07
H  1.415  -1.837  -0.957  0.10
H  -2.579  -2.347  -7.050  0.06
H  -5.632  -1.943  5.818  0.08
H  2.912  -3.354  7.863  0.09
H  -3.239  1.565  -7.688  0.12
C  1.861  -5.379  -1.365  -0.30
O  1.484  -0.140  0.206  -0.09
C  -2.093  1.738  -2.140  -0.08
C  -0.240  -1.825  0.532  -0.07
H  0.712  5.062  -2.530  0.12
C  4.249  -4.044  5.597  -0.14
H  -1.068  -0.754  -3.269  0.06
H  -5.272  2.044  -6.046  0.09
H  2.278  0.078  -0.287  0.06
H  -0.856  0.548  -5.148  0.11
H  1.098  3.995  -5.238  0.10
C  -5.052  0.150  1.954  -0.13
H  2.893  -1.583  7.617  0.08
C  -1.925  -1.205  -5.246  -0.51
H  -2.483  -3.263  -5.448  0.08
O  1.666  -4.341  -2.368  -0.11
C  2.969  -2.553  7.126  -0.02
H  5.375  -3.182  8.192  0.09
C  4.287  -2.684  6.333  -0.51
H  -1.176  1.903  -1.563  0.06
C  -1.421  0.432  -7.140  -0.17
C  -1.684  4.595  1.688  -0.12
C  -4.587  -0.486  -7.017  -0.03
C  2.294  2.599  4.437  -0.18
H  5.377  5.299  -7.223  0.09
H  2.479  3.295  -3.040  0.11
H  2.181  1.555  4.740  0.08
H  3.599  6.237  3.749  0.09
C  -3.784  0.365  -6.051  -0.51
H  -8.796  -1.534  4.477  0.08
H  -2.382  2.041  -6.192  0.11
H  -2.516  4.121  1.140  0.09
O  -4.281  0.826  -1.746  -0.08
H  1.800  6.663  -5.135  0.12
C  -4.069  -1.989  1.305  -0.04
H  1.411  2.229  1.763  0.11
O  4.585  -0.357  5.939  -0.02
H  -1.075  -2.845  -6.345  0.09
H  0.864  -5.613  -0.994  0.11
C  0.743  2.105  2.629  -0.20
H  -1.840  1.362  -3.131  0.05
H  6.423  -2.865  6.754  0.09
H  -2.979  1.169  -0.219  0.09
H  1.181  3.925  3.386  0.10
H  6.358  5.978  -5.952  0.09
H  -7.023  -0.919  6.139  0.08
C  -2.950  0.825  -1.249  -0.30
H  -4.055  2.125  -4.764  0.08
H  3.459  2.377  2.612  0.11
O  3.844  -1.939  -2.153  -0.10
C  2.531  -6.547  -2.009  -0.10
H  3.358  -5.033  3.872  0.11
O  -5.505  -3.238  3.370  -0.01
H  5.998  -3.146  -0.905  0.08
H  -1.960  -2.265  -3.279  0.09
N  0.959  4.821  -4.666  -0.05
C  2.117  5.708  -4.703  -0.22
H  -5.458  1.060  -4.752  0.08
H  1.161  2.932  -1.810  0.12
H  -2.596  -0.501  3.047  0.07
C  0.620  4.318  -3.316  -0.18
C  -7.993  -2.060  3.950  -0.05
H  2.136  -0.548  5.346  0.06
H  0.274  -2.424  1.289  0.06
O  4.377  5.955  -5.509  -0.16
H  -0.881  -1.136  1.083  0.06
H  -0.751  1.136  -7.634  0.11
H  6.932  -1.539  -0.987  0.08
C  -3.436  -1.050  3.493  -0.02
H  -1.964  4.659  2.745  0.09
H  5.723  -1.669  7.675  0.08
H  -3.004  -1.993  3.827  0.09
H  -8.404  -2.188  2.946  0.08
H  3.769  -0.656  2.139  0.08
C  3.538  -2.942  3.475  -0.15
H  -5.342  0.110  -7.542  0.09
H  -5.761  -0.035  1.145  0.13
H  3.464  4.086  -5.175  0.11
H  4.100  -1.846  -3.076  0.09
C  3.590  -1.570  4.134  -0.50
H  3.986  -4.819  6.323  0.12
H  5.708  4.371  -5.718  0.09
H  -3.703  -0.404  4.332  0.07
H  -1.599  5.592  1.255  0.09
H  -3.607  -2.939  1.580  0.08
C  -6.196  -1.083  5.450  -0.02
O  3.377  4.304  3.120  -0.20
H  0.716  1.078  2.973  0.10
H  -5.211  -1.170  -6.432  0.08
H  2.779  -3.073  2.700  0.12
C  0.734  -1.165  -0.436  -0.30
H  -4.193  0.753  1.665  0.11
H  2.966  4.823  -6.521  0.13
H  2.526  -3.901  -2.379  0.04
N  4.476  -1.623  5.302  -0.08
H  -5.498  -0.246  5.475  0.06
H  -7.710  0.074  2.579  0.12
H  -1.422  2.337  2.588  0.12
H  3.552  -6.336  -2.341  0.07
H  -4.228  0.423  -2.622  0.03
N  -5.748  -1.886  3.071  -0.11
H  1.786  0.326  -2.491  0.06
C  4.900  -1.316  -1.412  -0.31
C  -5.869  0.954  2.955  -0.18
C  -0.553  2.552  1.952  -0.24
O  -0.507  3.873  1.473  -0.18
H  1.886  -0.301  3.686  0.04
N  -3.159  -0.431  -5.010  -0.11
H  3.031  1.225  -3.403  0.09
H  3.102  5.244  5.032  0.08
H  -7.977  -3.053  4.407  0.08
O  1.124  1.941  -3.640  -0.21
C  -4.642  1.446  -5.378  -0.04
C  -4.593  -1.201  2.491  -0.52
H  2.553  5.970  -3.732  0.13
C  3.249  5.128  -5.492  -0.28
H  -5.328  1.467  3.755  0.10
H  0.070  -0.735  -5.969  0.12
H  2.448  -4.911  -0.571  0.11
H  -2.500  -0.173  -1.303  0.09
H  -7.698  0.710  4.144  0.12
H  4.505  -3.170  3.010  0.12
C  5.470  -2.647  7.243  -0.05

## Properties
E = -80503.4934 eV
energy above the lowest of the compared OMol25 structures with the same formula, charge and spin = 0.0 kcal/mol
multiplicity = 1
molecular weight = 922.429 g/mol
HOMO level = -7.98 eV
structure (SMILES) = CC1(C)CCCC(C)(C)N1O.CC1(C)CCCC(C)(C)N1O.CC1(C)CCCC(C)(C)N1O.COCCNCCOC.COCCNCCOC.CCO.CCO.CCO.CCO